Run one
{
  "formula": "C2H9N4",
  "method": "ωB97M-V/def2-TZVPD",
  "lumo_ha": -0.155,
  "total_charge": 1,
  "gap_ev": 9.57,
  "elements": ["C", "C", "N", "N", "N", "N", "H", "H", "H", "H", "H", "H", "H", "H", "H"],
  "xyz": [[1.45212, 0.45381, -0.42648], [0.72858, -0.79541, -0.17053], [2.63523, 0.68404, 0.47255], [-2.61410, 0.40129, 0.34766], [-0.58659, -0.87329, -0.33665], [-1.99055, 0.35009, -0.71255], [2.01781, 0.43740, -1.38050], [0.95053, 1.43828, -0.37680], [1.26125, -1.59323, 0.46455], [3.29935, -0.07788, 0.45484], [-3.44431, -0.25562, 0.54278], [-2.35343, 1.08274, 1.06586], [-1.17210, -1.60581, 0.00816], [2.21135, 0.64147, 1.42312], [-2.39513, -0.28790, -1.37602]],
  "mulliken_charge": [-0.435, -0.050, -0.602, -0.116, -0.304, -0.167, 0.348, 0.358, 0.312, 0.254, 0.278, 0.271, 0.309, 0.235, 0.309]
}

Run two
{
  "formula": "C2H9N4",
  "method": "ωB97M-V/def2-TZVPD",
  "lumo_ha": -0.119,
  "total_charge": 1,
  "gap_ev": 10.23,
  "elements": ["C", "C", "N", "N", "N", "N", "H", "H", "H", "H", "H", "H", "H", "H", "H"],
  "xyz": [[-1.78330, -0.87315, 0.08097], [0.28041, 0.02787, 0.44696], [-1.05735, 0.19406, 0.76326], [0.47709, -0.73696, -0.62943], [1.26318, 0.73905, 1.00796], [-0.77461, -1.32261, -0.90994], [-2.04299, -1.67183, 0.81220], [-2.74765, -0.55618, -0.37043], [1.72929, 1.82617, -1.30668], [-1.23111, 0.42941, 1.71530], [1.42231, -1.12551, -0.93557], [0.99653, 1.26103, 1.90336], [2.21795, 0.59524, 0.84016], [2.25645, 2.33204, -1.48787], [-1.00622, -1.11863, -1.93026]],
  "mulliken_charge": [-0.286, 0.361, -0.221, -0.086, -0.335, -0.335, 0.244, 0.288, -0.234, 0.290, 0.303, 0.237, 0.240, 0.219, 0.314]
}

Run three
{
  "formula": "C2H9N4",
  "method": "ωB97M-V/def2-TZVPD",
  "lumo_ha": -0.143,
  "total_charge": 1,
  "gap_ev": 10.09,
  "elements": ["C", "C", "N", "N", "N", "N", "H", "H", "H", "H", "H", "H", "H", "H", "H"],
  "xyz": [[1.51347, 0.26567, 0.22522], [-1.67545, 0.74058, -0.08796], [1.60414, 1.42689, 0.56473], [2.13436, -0.62831, -0.47061], [0.00215, -0.66566, 0.86556], [-1.09594, -0.63367, 0.00279], [-1.22147, 1.28800, -1.03551], [-2.70779, 0.75129, -0.39041], [-1.61645, 1.35858, 0.75314], [1.00379, 2.02720, 1.03562], [2.72773, -0.40244, -1.24162], [1.68167, -1.54683, -0.60413], [0.35088, -1.61630, 0.96735], [-0.90919, -1.20817, -0.97964], [-1.79188, -1.15681, 0.39546]],
  "mulliken_charge": [0.668, -0.854, -0.501, -0.406, -0.839, 0.119, 0.329, 0.368, 0.336, 0.269, 0.272, 0.219, 0.290, 0.398, 0.331]
}

Which is the most stable structure? run two is the most stable.